1.
The following is a DFT calculation (ωB97M-V with the def2-TZVPD basis set) of a single C5H7N3 molecule at a distorted geometry.

ORCA input file:
```
! wB97M-V def2-TZVPD RIJCOSX def2/J DEFGRID3
* xyz 0 1
C 1.02536 -0.38944 -0.13086
C 1.12418 0.97289 0.12613
C -0.01214 1.73837 -0.08188
C -1.24499 0.98858 -0.13792
C -1.08930 -0.38159 -0.03184
H 2.48387 -1.96425 -0.30126
H 3.08213 -0.50328 0.64814
H 2.24081 1.12212 0.21011
H -0.09508 2.80860 -0.37206
H -2.25921 1.42788 -0.05649
H -2.31379 -2.10140 0.05085
H -3.19083 -0.65259 0.31228
N 2.38685 -0.87910 -0.10744
N -2.19983 -1.06860 0.01467
N 0.06197 -1.11818 -0.14242
*
```

Computed properties:
Kohn-Sham gap (eV): 8.467
SMILES string: Nc1cccc(N)n1
M (g/mol): 109.13
Lowest unoccupied orbital energy (eV): 1.0

=====

2.
The following is a DFT calculation (ωB97M-V with the def2-TZVPD basis set) of a single C5H7N3 molecule at a distorted geometry.

ORCA input file:
```
! wB97M-V def2-TZVPD RIJCOSX def2/J DEFGRID3
* xyz 0 1
C -2.42107 -0.70376 0.30228
C -1.01575 1.38251 -0.14670
C 0.47878 0.83753 0.03088
C 1.09171 -1.26999 -0.13864
C -0.01951 -0.41443 -0.10467
H -2.41789 -0.49509 1.38885
H -3.34622 -0.34237 -0.15286
H -2.37575 -1.77891 0.13878
H -1.22554 2.03505 -0.99279
H -1.46287 1.79652 0.81074
H 2.54019 1.43900 0.36529
H 1.09311 -2.33670 -0.29776
N -1.34754 -0.07558 -0.38177
N 1.81407 0.72746 0.22465
N 2.17777 -0.55310 0.02582
*
```

Computed properties:
Kohn-Sham gap (eV): 8.720
SMILES string: CN1Cc2[nH]ncc21
M (g/mol): 109.13
Lowest unoccupied orbital energy (eV): 0.9

=====

3.
The following is a DFT calculation (ωB97M-V with the def2-TZVPD basis set) of a molecular structure, C5H7N3 at a distorted geometry.

ORCA input file:
```
! wB97M-V def2-TZVPD RIJCOSX def2/J DEFGRID3
* xyz 0 1
C -1.18536 -1.44582 -0.08345
C -0.65191 1.07162 -0.18149
C 0.90952 1.27300 0.04918
C 0.79902 -0.29138 0.17281
C 2.12703 -0.99932 -0.10987
H -2.55132 -0.24269 -0.35445
H -0.65556 -2.21648 0.48596
H -1.28303 1.55551 -1.00968
H -1.00569 1.36844 0.97221
H 1.22963 2.16824 0.74805
H 1.24497 1.33432 -1.22390
H 0.54148 -0.65951 1.30853
N -2.49272 -1.30090 -0.04474
N -0.34817 -0.34949 -0.50478
N 3.32211 -1.26552 -0.22438
*
```

Computed properties:
Kohn-Sham gap (eV): 10.659
M (g/mol): 109.13
Lowest unoccupied orbital energy (eV): 0.5

=====

4.
The following is a DFT calculation (ωB97M-V with the def2-TZVPD basis set) of 2 unconnected molecules or ions with the total composition C5H7N3 at a distorted geometry.

ORCA input file:
```
! wB97M-V def2-TZVPD RIJCOSX def2/J DEFGRID3
* xyz 0 1
C 1.93242 -1.04260 0.16795
C 0.73169 1.57287 -0.07250
C -0.75690 1.11028 -0.59804
C -2.03105 0.67376 0.04591
C -0.15574 -0.13783 -0.86948
H 1.37121 -1.62454 1.13407
H 2.98498 -0.50121 0.63479
H 1.87584 -1.76048 -0.82010
H 0.29509 1.32074 1.31118
H 1.41882 2.45590 -0.52976
H -2.83861 1.24254 0.38501
H -2.98306 -1.34573 0.51456
N 1.29656 0.08572 -0.63097
N -2.11063 -0.74103 -0.06129
N -1.03063 -1.30837 -0.61135
*
```

Computed properties:
Kohn-Sham gap (eV): 8.570
M (g/mol): 109.13
Lowest unoccupied orbital energy (eV): 0.6

=====

5.
The following is a DFT calculation (ωB97M-V with the def2-TZVPD basis set) of 2 unconnected molecules or ions with the total composition C5H7N3 at a distorted geometry.

ORCA input file:
```
! wB97M-V def2-TZVPD RIJCOSX def2/J DEFGRID3
* xyz 0 1
C -0.44135 -0.30262 -1.57434
C -0.24318 0.04651 -0.11456
C 0.09870 -1.69927 1.06692
C 1.18798 0.59026 0.23908
N 1.25293 -1.62502 1.30779
N 2.05845 0.69717 -0.67225
N -1.88780 1.03394 1.50068
C -1.21677 0.70111 0.55299
H 2.91278 1.16249 -0.37692
H -2.64621 1.70257 1.47448
H -0.85756 -2.11714 1.32559
H 1.23461 1.05682 1.22926
H -0.35640 -1.38166 -1.72993
H 0.30720 0.14672 -2.21382
H -1.40336 -0.01188 -2.01498
*
```

Computed properties:
Kohn-Sham gap (spin up / spin down) (eV): 8.569 / 8.569
SMILES string: [H]/N=C/C(C)=C=N.C#N
M (g/mol): 109.13
Lowest unoccupied orbital energy (spin up / spin down) (eV): 0.3 / 0.3

=====

6.
The following is a DFT calculation (ωB97M-V with the def2-TZVPD basis set) of a molecular structure, C5H7N3 at a distorted geometry.

ORCA input file:
```
! wB97M-V def2-TZVPD RIJCOSX def2/J DEFGRID3
* xyz 0 1
C -2.23086 -0.73362 -0.45124
C -1.37394 -0.03997 0.52527
C -0.86588 1.39502 0.05911
C 1.13956 -1.21812 0.28088
C -0.02911 -0.35121 0.36022
H -1.70727 -0.86946 -1.40662
H -3.11641 -0.40238 -0.67547
H -2.39382 -1.83391 -0.39252
H -1.69536 -0.29560 1.59026
H -1.05152 1.71790 -1.00638
H -0.82982 2.13824 0.80357
H 1.32919 -2.22874 0.11516
N 0.44351 0.72386 -0.02790
N 1.61877 0.81979 -0.27972
N 2.17006 -0.47775 -0.21716
*
```

Computed properties:
Kohn-Sham gap (eV): 9.784
M (g/mol): 109.13
Lowest unoccupied orbital energy (eV): 0.8

=====

7.
The following is a DFT calculation (ωB97M-V with the def2-TZVPD basis set) of a single C5H7N3 molecule at a distorted geometry.

ORCA input file:
```
! wB97M-V def2-TZVPD RIJCOSX def2/J DEFGRID3
* xyz 0 1
C 0.05345 0.51952 -1.28293
C -0.96116 -0.17804 0.76138
C 0.33796 -0.78747 0.73775
C 1.44228 0.04830 0.89433
C 1.19050 -0.15651 -0.61470
H -0.91023 1.65091 -2.52383
H -1.96787 0.72772 -0.73637
H -2.05308 -1.17078 2.05150
H 0.48625 -1.71679 1.21982
H 2.37477 -0.48588 0.94516
H 1.37038 0.95585 1.58424
H 1.70639 -0.61949 -1.41952
N -0.04580 0.81923 -2.57473
N -0.91738 0.93729 -0.22823
N -2.10646 -0.54386 1.18614
*
```

Computed properties:
Kohn-Sham gap (eV): 9.895
SMILES string: [H]/N=C1\N/C(=N/[H])[C@@H]2C[C@H]12
M (g/mol): 109.13
Lowest unoccupied orbital energy (eV): 0.6

=====

8.
The following is a DFT calculation (ωB97M-V with the def2-TZVPD basis set) of a single C5H7N3 molecule at a distorted geometry.

ORCA input file:
```
! wB97M-V def2-TZVPD RIJCOSX def2/J DEFGRID3
* xyz 0 1
C 1.45732 1.38695 -0.49052
C -0.53511 -1.37576 -0.81760
C -0.86975 -0.10420 -0.91236
C -0.02139 -1.52764 0.56150
C 0.33787 1.97290 0.14485
N 2.17537 0.78342 -1.17739
N -0.69106 -0.38253 1.21360
N -0.83994 0.62547 0.27913
H -0.60606 -2.28433 -1.47146
H -1.36866 0.30080 -1.70813
H -0.46100 -2.41533 1.04681
H 1.11269 -1.78419 0.57667
H 0.63697 2.13782 1.17711
H -0.26606 2.62352 -0.31785
H -0.06119 0.04310 1.89565
*
```

Computed properties:
Kohn-Sham gap (eV): 8.673
SMILES string: N#CCN1C=CCN1
M (g/mol): 109.13
Lowest unoccupied orbital energy (eV): 0.7

=====

9.
The following is a DFT calculation (ωB97M-V with the def2-TZVPD basis set) of 2 unconnected molecules or ions with the total composition C5H7N3 at a distorted geometry.

ORCA input file:
```
! wB97M-V def2-TZVPD RIJCOSX def2/J DEFGRID3
* xyz 2 1
C 1.37691 1.11761 0.28989
C 1.55106 -1.72565 -0.48487
C -0.67165 0.15626 -0.02387
C 2.34876 1.93185 0.16472
C -3.19024 0.06479 0.01485
N 1.62528 -2.54707 0.36771
N 0.59872 0.14112 0.07732
N -1.82568 0.09894 0.09490
H 1.40483 -1.38003 -1.49147
H 2.88366 2.45444 0.79340
H 2.61830 2.28113 -0.84613
H -3.66432 0.90704 -0.42757
H -3.70636 0.28105 1.01779
H -3.38888 -0.69952 -0.68004
H 2.03962 -3.08196 1.13337
*
```

Computed properties:
Kohn-Sham gap (eV): 9.487
M (g/mol): 109.13
Lowest unoccupied orbital energy (eV): -9.5

=====

10.
The following is a DFT calculation (ωB97M-V with the def2-TZVPD basis set) of a single C5H7N3O molecule at a distorted geometry.

ORCA input file:
```
! wB97M-V def2-TZVPD RIJCOSX def2/J DEFGRID3
* xyz 0 1
C -1.57900 1.63853 -0.43401
C -0.55288 1.47972 -1.51731
C 0.43658 -0.39240 -0.19233
C 1.27683 -1.64969 1.42862
C -0.03155 -1.96631 1.18821
H -1.07297 1.90478 0.57953
H -2.12398 2.38665 -0.90385
H -2.05446 0.60742 -0.18496
H 0.92819 0.23056 -1.79168
H 2.39120 -0.24117 0.71679
H 1.88660 -2.11777 2.37298
H -0.61466 -2.69823 1.79454
N 0.48819 0.58532 -1.19522
N 1.56783 -0.67553 0.51092
N -0.51193 -1.18943 0.13150
O -0.43398 2.09755 -2.50373
*
```

Computed properties:
Kohn-Sham gap (eV): 9.741
SMILES string: CC(=O)Nc1ncc[nH]1
M (g/mol): 125.13
Lowest unoccupied orbital energy (eV): 0.7

=====

11.
The following is a DFT calculation (ωB97M-V with the def2-TZVPD basis set) of a single C5H7N3O molecule at a distorted geometry.

ORCA input file:
```
! wB97M-V def2-TZVPD RIJCOSX def2/J DEFGRID3
* xyz 0 1
C 0.36253 -0.77352 -1.71206
C 1.71340 -0.45935 -1.48518
C -0.77610 -0.58938 -1.00280
C 2.38316 0.12065 -0.47775
C 0.23530 0.27665 0.94819
N 0.08616 0.87324 2.13348
N -0.82703 0.07318 0.23961
N -2.13110 0.17245 0.85971
O 3.16919 0.48292 0.34289
H 0.30933 -1.21344 -2.64796
H 2.44232 -0.92748 -2.30438
H -1.79779 -0.77699 -1.25365
H -0.80252 1.23379 2.25059
H -2.55963 -0.58066 1.33355
H -2.69909 0.78563 0.32338
H 0.89186 1.30231 2.45236
*
```

Computed properties:
Kohn-Sham gap (eV): 8.222
M (g/mol): 125.13
Lowest unoccupied orbital energy (eV): 0.8

=====

12.
The following is a DFT calculation (ωB97M-V with the def2-TZVPD basis set) of 2 unconnected molecules or ions with the total composition C5H7N3O at a distorted geometry.

ORCA input file:
```
! wB97M-V def2-TZVPD RIJCOSX def2/J DEFGRID3
* xyz 0 1
C 1.79176 0.50465 -0.08194
C 2.35487 -0.73630 -0.04947
C 0.30906 0.18966 0.01973
C -2.01572 0.65652 -0.11366
C -2.58132 -0.63939 -0.02105
H 1.45175 2.26159 1.13895
H 3.31257 -1.28118 -0.28520
H 1.55538 -2.67234 0.24743
H -0.55592 2.06218 -0.50808
H -2.81235 1.52077 0.17125
H -2.09620 -1.70359 -0.20740
H -3.70029 -0.40629 0.11051
N 1.38285 -1.62888 -0.16354
N 0.12755 -1.08030 0.05005
N -0.69839 1.14799 -0.20995
O 2.17442 1.80492 -0.09763
*
```

Computed properties:
Kohn-Sham gap (eV): 6.986
M (g/mol): 125.13
Lowest unoccupied orbital energy (eV): -0.9

=====

13.
The following is a DFT calculation (ωB97M-V with the def2-TZVPD basis set) of 2 unconnected molecules or ions with the total composition C5H7N3O at a distorted geometry.

ORCA input file:
```
! wB97M-V def2-TZVPD RIJCOSX def2/J DEFGRID3
* xyz 0 1
C -2.91075 0.61185 -0.28473
C -1.64887 1.09712 -0.25711
C -1.69736 -1.04912 0.25885
C 0.49094 -0.08135 0.25573
C 2.60754 0.83231 0.13342
N -2.92072 -0.72728 0.03930
N 2.01982 -2.31867 -0.26919
N -0.83549 0.02740 0.09642
O 1.19683 0.98489 0.04265
H -3.82974 1.11099 -0.52618
H -1.25936 2.07337 -0.45491
H -1.33487 -2.01969 0.52891
H 3.04000 1.25912 -0.77210
H 2.84857 -0.23461 0.21255
H 2.96344 1.38992 1.00343
H 1.27002 -2.95625 -0.00703
*
```

Computed properties:
Kohn-Sham gap (spin up / spin down) (eV): 8.382 / 8.426
M (g/mol): 125.13
Lowest unoccupied orbital energy (spin up / spin down) (eV): -0.6 / -0.5

=====

14.
The following is a DFT calculation (ωB97M-V with the def2-TZVPD basis set) of a single C5H7N3O molecule at a distorted geometry.

ORCA input file:
```
! wB97M-V def2-TZVPD RIJCOSX def2/J DEFGRID3
* xyz 0 1
C -0.11215 -0.82886 1.90929
C -1.32183 -0.35004 1.15806
C -0.17379 -0.03526 -1.06395
N -1.26018 0.66019 -1.53031
C 1.83772 1.10572 -0.13773
N 0.04512 0.45705 1.35038
N 0.31929 -0.95486 -1.82576
C 0.64228 0.58352 0.14150
O -2.33014 -0.75471 0.68815
H -1.67613 0.23323 -2.34831
H -1.87616 1.02469 -0.80856
H 1.17704 -1.33524 -1.42024
H 0.32320 -1.69794 1.42500
H -0.20921 -0.85048 2.98688
H 2.40716 1.61285 0.63209
H 2.20777 1.13012 -1.15650
*
```

Computed properties:
Kohn-Sham gap (eV): 9.532
SMILES string: [H]/N=C(/N)C(=C)N1CC1=O
M (g/mol): 125.13
Lowest unoccupied orbital energy (eV): 0.5

=====

15.
The following is a DFT calculation (ωB97M-V with the def2-TZVPD basis set) of a single C5H7N3O2 molecule at a distorted geometry.

ORCA input file:
```
! wB97M-V def2-TZVPD RIJCOSX def2/J DEFGRID3
* xyz 0 1
C 0.20538 0.58229 0.57641
C 0.55590 -0.54916 -0.17831
C -1.77977 -0.55481 0.62395
C 1.13945 1.68011 0.30561
C 2.14238 0.95252 -0.64383
N -1.07649 0.58485 1.00203
N -1.34539 -1.06624 -0.55279
N -1.60745 -2.32610 -0.83080
O -2.74648 -0.98850 1.27574
O 1.57988 -0.29818 -0.98470
H 0.46868 2.45484 -0.11910
H 1.71790 2.18579 1.04066
H 2.52375 1.42675 -1.46961
H 3.14147 0.74451 -0.04431
H -1.48329 0.96413 1.79340
H -1.52269 -2.89046 -1.68295
H -1.91322 -2.90233 -0.11138
*
```

Computed properties:
Kohn-Sham gap (spin up / spin down) (eV): 7.720 / 7.719
M (g/mol): 141.13
Lowest unoccupied orbital energy (spin up / spin down) (eV): 0.1 / 0.1

=====

16.
The following is a DFT calculation (ωB97M-V with the def2-TZVPD basis set) of a single C5H7N3O2 molecule at a distorted geometry.

ORCA input file:
```
! wB97M-V def2-TZVPD RIJCOSX def2/J DEFGRID3
* xyz 0 3
C -0.07738 -0.35899 1.07007
C -1.25715 0.31654 1.04047
C -0.39604 1.39818 -0.89620
C 1.63592 0.95642 0.13896
C 0.82775 -0.32120 -0.18746
N -1.41328 1.38717 0.11070
N -0.00286 0.01332 -1.27587
N 1.57445 -1.50218 -0.40146
O 0.76548 1.90674 -0.33114
O 2.64818 1.06467 0.72802
H 0.19380 -1.14619 1.90093
H -1.79709 0.36907 1.95768
H -0.77979 2.15116 -1.68645
H -1.96970 2.17656 0.46761
H 0.51290 -0.11683 -2.15298
H 0.97606 -2.41823 -0.39837
H 2.35464 -1.54627 0.27845
*
```

Computed properties:
Kohn-Sham gap (spin up / spin down) (eV): 5.765 / 7.696
M (g/mol): 141.13
Lowest unoccupied orbital energy (spin up / spin down) (eV): 0.8 / -1.6

=====

Result set for energy above the lowest of the compared OMol25 structures with the same formula, charge and spin: 242.2; 381.5; 559.1; 937.8; 469.1; 541.4; 444.1; 473.8; 248.3; 211.3; 421.2; 618.1; 658.1; 408.7; 497.9; 179.6 kJ/mol, one per record in the order listed.